Version w
Here is a 2-piece molecular cluster, C5H15NO2 overall from the OMol25 dataset. Energies are from ωB97M-V/def2-TZVPD.

```
23
Properties=species:S:1:pos:R:3:lowdin_charge:R:1
H -1.94 1.57 -1.12 0.10
H 1.89 -0.38 -0.29 0.13
H 2.41 1.97 1.67 0.08
H 0.36 1.96 0.21 0.11
N -0.20 0.45 -1.18 -0.09
H -2.22 -0.76 0.38 0.07
H -3.50 0.12 -0.46 0.06
C 0.14 0.88 0.20 -0.16
H 3.44 0.73 1.21 0.08
O 1.55 -0.58 1.68 -0.06
C 1.50 0.23 0.52 -0.43
H -1.84 0.26 -2.45 0.10
H 0.23 -3.70 0.41 0.04
C -1.66 0.55 -1.42 -0.27
H -0.30 -2.18 0.19 0.01
C 2.57 1.30 0.83 -0.07
H 0.78 -1.07 1.97 0.07
O -0.40 -3.02 0.66 -0.06
C -2.60 -0.45 -0.63 -0.09
H 2.94 1.76 -0.11 0.09
H 0.26 0.95 -1.93 0.10
H -2.75 -1.34 -1.24 0.06
H -0.67 0.75 0.90 0.11
```

The orbital gap comes out at 9.87 eV. Its SMILES is CCNC[C@@H](C)O.O. The calculation puts the LUMO energy at 0.03360 Eh.


Version x
Here is a 3-piece molecular cluster, C5H15NO2 overall from the OMol25 dataset. Energies are from ωB97M-V/def2-TZVPD.

```
23
Properties=species:S:1:pos:R:3:lowdin_charge:R:1
H -1.69 -0.81 -2.76 0.07
O 1.90 -0.89 -1.67 -0.07
H -2.54 2.03 -0.96 0.09
H 1.10 1.29 2.37 0.11
C -0.97 1.13 0.03 -0.22
H -1.74 0.53 0.51 0.12
H -1.05 0.54 -2.40 -0.01
C 1.01 0.58 1.53 -0.24
H 0.81 1.96 -0.22 0.12
N -1.57 1.80 -1.08 0.01
C 0.40 -0.71 2.11 -0.22
C 0.29 1.25 0.44 -0.14
C 0.23 -1.68 0.91 -0.12
H 0.99 -2.46 1.03 0.07
H 1.70 -1.68 -1.16 0.01
H 0.97 -1.17 2.91 0.10
H -0.53 -0.31 2.50 0.10
H 1.04 -0.62 -2.04 0.00
O -0.82 -0.35 -2.74 -0.09
H -0.69 -2.28 0.95 0.07
H 0.12 -1.27 -0.08 0.03
H 2.05 0.51 1.17 0.12
H -1.03 2.61 -1.34 0.09
```

The orbital gap comes out at 9.24 eV. Its SMILES is CCC/C=C/N.O.O. The calculation puts the LUMO energy at 0.02653 Eh.


Version y
Here is a 3-piece molecular cluster, C5H15NO2 overall from the OMol25 dataset. Energies are from ωB97M-V/def2-TZVPD.

```
23
Properties=species:S:1:pos:R:3:lowdin_charge:R:1
H -0.56 0.88 1.30 0.03
O -1.40 1.50 -1.74 -0.31
N -1.49 0.89 0.91 0.01
H -3.57 -1.51 -0.32 0.06
H -1.15 -0.59 -0.56 0.07
H 4.22 -1.03 -0.25 0.08
C 2.26 -0.31 0.59 -0.42
O 1.14 0.51 -0.05 -0.01
H -3.23 0.04 -1.10 0.06
C -1.78 -0.44 0.34 -0.37
H 2.55 0.44 1.31 0.15
H -3.93 0.06 0.46 0.07
C -3.20 -0.50 -0.14 -0.12
H 1.03 -1.55 1.85 0.10
H 3.92 0.64 -0.42 0.09
H 1.53 -2.40 0.36 0.11
H -1.38 1.47 0.05 0.02
H 3.02 -0.51 -1.43 0.09
C 3.41 -0.32 -0.43 -0.03
H -1.58 -1.26 1.04 0.09
C 1.56 -1.48 0.91 0.23
H -1.31 2.37 -2.17 -0.06
H 0.56 -0.11 -0.54 0.06
```

The orbital gap comes out at 3.63 eV. The calculation puts the LUMO energy at -0.14399 Eh.


Version z
Here is a 3-piece molecular cluster, C5H15NO2 overall from the OMol25 dataset. Energies are from ωB97M-V/def2-TZVPD.

```
23
Properties=species:S:1:pos:R:3:lowdin_charge:R:1
H -2.90 -0.67 3.47 0.03
H 0.79 -0.73 -1.88 0.09
H -0.75 -1.09 -2.59 0.07
H -4.40 -0.56 3.75 0.03
H 2.42 1.18 -0.05 0.07
H -0.92 1.73 1.11 0.05
H -1.88 0.30 -3.12 0.08
C -1.65 -0.49 -2.39 -0.10
H 2.02 -0.33 0.38 0.07
H 4.58 -0.73 1.17 0.05
C 1.05 0.30 -1.52 -0.19
O -3.74 -1.09 3.29 -0.07
C 2.16 0.24 -0.56 -0.17
C -0.23 0.80 -0.75 -0.33
H 0.78 2.04 0.53 0.02
C -0.14 1.52 0.38 0.00
H 3.08 -0.23 -0.93 0.07
O 3.70 -0.88 1.55 -0.06
H 1.18 0.77 -2.48 0.10
H 3.83 -1.34 2.39 0.05
H -2.23 0.72 -0.65 0.12
H -2.49 -1.20 -2.30 0.08
N -1.48 0.28 -1.16 -0.07
```

The orbital gap comes out at 8.02 eV. Its SMILES is C=C(CC)NC.O.O. The calculation puts the LUMO energy at 0.02775 Eh.


Q: Which of them is the most stable? A: version x.


Version w
Here is C3H7ClSi in the gas phase from the OMol25 dataset. Energies are from ωB97M-V/def2-TZVPD.

```
12
Properties=species:S:1:pos:R:3:lowdin_charge:R:1
H 2.28 0.34 0.76 -0.06
H -1.07 -0.99 1.09 0.12
Si 1.64 -0.65 -0.20 0.68
H -1.03 2.10 0.08 0.12
C -0.13 0.08 -0.56 -0.46
H 2.33 -0.90 -1.44 -0.10
H 1.27 -2.09 0.31 -0.05
Cl -2.94 -0.31 -0.39 0.59
H -0.47 0.21 -1.61 0.09
H 0.13 1.26 1.15 0.07
C -1.35 -0.15 0.37 -0.74
C -0.66 1.11 0.43 -0.24
```

The orbital gap comes out at 10.85 eV. Its SMILES is [SiH3][C@@H]1C[C@H]1Cl. The calculation puts the LUMO energy at 0.03778 Eh.


Version x
Here is C3H7ClSi in the gas phase from the OMol25 dataset. Energies are from ωB97M-V/def2-TZVPD.

```
12
Properties=species:S:1:pos:R:3:lowdin_charge:R:1
H 0.21 0.19 -3.36 -0.12
Cl 0.22 -0.75 3.15 0.54
H 2.21 -0.07 -2.53 -0.10
H -0.07 1.81 -0.37 0.07
C -0.28 -0.08 0.58 -0.25
C -0.87 0.15 2.03 -0.54
C 0.18 0.68 -0.54 -0.29
H -1.84 -0.15 2.16 0.03
Si 0.79 -0.21 -2.12 0.64
H -0.87 1.16 2.27 0.04
H 0.30 -1.65 -1.63 -0.03
H 0.03 -1.08 0.38 0.00
```

The orbital gap comes out at 10.53 eV. Its SMILES is [SiH3]/C=C/CCl. The calculation puts the LUMO energy at 0.02688 Eh.


Q: Which of them is the most stable? A: version w.


Version w
Here is C4H6O in the gas phase from the OMol25 dataset. Energies are from ωB97M-V/def2-TZVPD.

```
11
Properties=species:S:1:pos:R:3:lowdin_charge:R:1
H -3.63 -0.48 -0.02 0.03
H -0.19 1.27 0.94 0.15
H 1.03 -1.04 0.93 0.14
C 1.00 -0.47 -0.05 -0.31
H 2.97 -0.32 0.17 0.14
C -1.38 0.11 -0.14 -0.21
H -0.01 1.47 -0.78 0.16
C -2.60 -0.11 -0.11 0.11
O 2.19 0.21 -0.19 -0.09
H 0.70 -1.25 -0.77 0.12
C -0.09 0.61 0.01 -0.24
```

The orbital gap comes out at 10.28 eV. Its SMILES is C#CCCO. The calculation puts the LUMO energy at 0.02789 Eh.


Version x
Here is C4H6O in the gas phase from the OMol25 dataset. Energies are from ωB97M-V/def2-TZVPD.

```
11
Properties=species:S:1:pos:R:3:lowdin_charge:R:1
C -0.62 0.35 0.90 -0.19
H 0.89 2.05 -1.51 0.06
H -1.52 0.67 1.42 0.12
C 1.01 1.90 -0.43 0.01
C -0.42 -1.74 -0.20 -0.09
H -0.53 -1.08 -1.07 0.09
H 0.49 -2.33 -0.33 0.09
C 0.16 1.17 0.24 -0.08
H 1.86 2.36 0.05 0.06
H -1.29 -2.41 -0.15 0.08
O -0.34 -0.99 1.00 -0.15
```

The orbital gap comes out at 10.23 eV. Its SMILES is C=C=COC. The calculation puts the LUMO energy at 0.03801 Eh.


Q: Which of them is the most stable? A: version x.


Version w
Here is C4H6O as an isolated structure from the OMol25 dataset. Energies are from ωB97M-V/def2-TZVPD.

```
11
Properties=species:S:1:pos:R:3:lowdin_charge:R:1
H 0.68 -2.13 0.32 0.09
O -0.98 1.23 -2.29 0.12
H 0.69 1.32 0.79 0.07
C -0.14 -0.20 1.09 -0.17
H -0.41 -0.11 2.13 0.10
H 1.52 -0.63 -0.33 0.09
H -1.65 -0.74 -0.49 0.12
C -0.38 1.05 -1.33 -0.07
C 0.63 -1.05 0.16 -0.16
C -0.70 -0.41 -0.11 -0.27
H 0.74 1.67 0.06 0.07
```

The orbital gap comes out at 9.30 eV. The calculation puts the LUMO energy at 0.01928 Eh.


Version x
Here is C4H6O in the gas phase from the OMol25 dataset. Energies are from ωB97M-V/def2-TZVPD.

```
11
Properties=species:S:1:pos:R:3:lowdin_charge:R:1
H 0.74 -1.93 0.49 0.12
H 2.17 -0.19 1.35 0.08
C 1.27 -0.03 0.76 -0.26
H -1.74 -0.33 0.50 0.10
C 0.95 1.05 0.07 -0.05
H -1.03 1.86 -0.33 0.11
C -1.01 -0.27 -0.30 0.08
C -0.44 1.00 -0.68 -0.29
H -1.01 -1.11 -0.99 0.10
O 0.34 -1.14 0.88 -0.10
H -0.25 1.10 -1.75 0.10
```

The orbital gap (spin up / spin down) comes out at 7.42 / 7.41 eV. The calculation puts the LUMO energy (spin up / spin down) at -0.00045 / -0.00047 Eh.


Version y
Here is C4H6O in the gas phase from the OMol25 dataset. Energies are from ωB97M-V/def2-TZVPD.

```
11
Properties=species:S:1:pos:R:3:lowdin_charge:R:1
H 0.89 -2.03 0.54 0.09
H -0.97 -0.29 -1.76 0.12
H -0.78 -2.61 0.24 0.08
C -0.18 -1.85 0.73 -0.10
O -0.64 -0.56 0.40 -0.17
C -0.49 0.05 -0.83 -0.17
C 0.67 2.30 -0.33 0.01
H -0.33 -1.93 1.81 0.09
C 0.09 1.21 -0.75 -0.08
H 1.75 2.36 -0.40 0.06
H 0.07 3.08 0.13 0.06
```

The orbital gap comes out at 10.12 eV. Its SMILES is C=C=COC. The calculation puts the LUMO energy at 0.03930 Eh.


Version z
Here is C4H6O as an isolated structure from the OMol25 dataset. Energies are from ωB97M-V/def2-TZVPD.

```
11
Properties=species:S:1:pos:R:3:lowdin_charge:R:1
H -0.33 1.13 -1.13 0.10
C 0.26 0.12 0.72 -0.24
H -0.51 -1.16 -0.76 0.07
H 0.50 0.31 1.77 0.14
C 1.48 -0.36 -0.20 -0.22
H -1.79 -1.03 0.61 0.11
C -0.94 -0.54 0.13 -0.18
H -1.33 1.74 0.26 0.11
H 0.75 -1.07 -1.14 0.17
C -0.72 0.93 -0.13 -0.12
O 2.65 -0.17 -0.03 0.07
```

The orbital gap comes out at 10.80 eV. The calculation puts the LUMO energy at 0.03934 Eh.


Q: Which of them is the most stable? A: version z.


Version w
Here is C4H6O in the gas phase from the OMol25 dataset. Energies are from ωB97M-V/def2-TZVPD.

```
11
Properties=species:S:1:pos:R:3:lowdin_charge:R:1
H -1.09 1.60 -0.74 0.12
C -1.01 -0.46 0.11 -0.22
H -1.25 -0.97 -0.84 0.15
C 1.28 -0.40 -0.04 -0.27
H -1.88 -0.58 0.76 0.11
C 0.19 -1.22 0.52 0.09
H 1.94 -0.98 -0.68 0.13
H -0.37 1.41 0.88 0.12
H 1.89 -0.13 0.84 0.13
O 0.78 0.76 -0.71 -0.14
C -0.49 0.95 -0.11 -0.22
```

The orbital gap comes out at 8.97 eV. The calculation puts the LUMO energy at 0.00137 Eh.


Version x
Here is C4H6O in the gas phase from the OMol25 dataset. Energies are from ωB97M-V/def2-TZVPD.

```
11
Properties=species:S:1:pos:R:3:lowdin_charge:R:1
H -0.07 1.67 -0.82 0.15
C -1.00 -0.35 -0.75 -0.37
C -1.11 -1.28 0.35 0.20
H 1.88 0.07 0.57 0.09
C 0.07 0.64 -0.48 -0.31
C 0.87 0.43 0.79 -0.04
H 0.37 -0.29 1.44 0.05
O 0.21 -0.28 -1.53 -0.02
H -0.23 -1.95 0.29 0.03
H 0.92 1.34 1.38 0.08
H -1.91 -0.02 -1.24 0.13
```

The orbital gap comes out at 8.53 eV. The calculation puts the LUMO energy at -0.02332 Eh.


Version y
Here is C4H6O in the gas phase from the OMol25 dataset. Energies are from ωB97M-V/def2-TZVPD.

```
11
Properties=species:S:1:pos:R:3:lowdin_charge:R:1
H -2.68 -1.74 -0.41 0.06
O 1.19 -0.49 0.16 -0.16
C 1.60 0.70 0.81 -0.10
H 2.03 0.40 1.77 0.09
C -2.26 -0.74 -0.32 0.01
H 0.65 0.02 -1.81 0.12
C -1.00 -0.50 -0.61 -0.06
H -2.91 0.05 0.03 0.06
H 0.75 1.36 0.99 0.09
C 0.27 -0.29 -0.84 -0.19
H 2.35 1.24 0.22 0.09
```

The orbital gap comes out at 10.52 eV. Its SMILES is C=C=COC. The calculation puts the LUMO energy at 0.03849 Eh.


Version z
Here is C4H6O as an isolated structure from the OMol25 dataset. Energies are from ωB97M-V/def2-TZVPD.

```
11
Properties=species:S:1:pos:R:3:lowdin_charge:R:1
C 0.84 0.13 0.49 -0.11
C -0.15 1.10 -0.25 -0.42
H -0.53 1.99 0.26 0.14
H 1.69 -0.07 -0.17 0.12
H -1.43 -0.40 -1.48 0.12
H 0.12 -2.04 0.10 0.10
O 0.13 1.07 -1.56 -0.05
C -0.88 -0.14 -0.60 0.01
H -0.75 -1.11 1.34 0.13
C -0.18 -1.03 0.39 -0.14
H 1.11 0.45 1.48 0.10
```

The orbital gap comes out at 9.89 eV. The calculation puts the LUMO energy at 0.02075 Eh.


Q: Which of them is the most stable? A: version y.


Version w
Here is C4H6O as an isolated structure from the OMol25 dataset. Energies are from ωB97M-V/def2-TZVPD.

```
11
Properties=species:S:1:pos:R:3:lowdin_charge:R:1
H 2.21 0.14 0.48 0.12
O 0.86 0.74 -1.05 -0.09
C 1.30 -0.18 -0.03 -0.13
C -0.33 0.98 -0.31 -0.20
H -1.26 1.24 -0.78 0.13
H -2.09 -0.32 0.41 0.11
C 0.02 0.01 0.77 -0.22
H -1.02 -1.14 -0.86 0.11
H -0.04 0.14 1.84 0.13
H 1.45 -1.18 -0.45 0.12
C -1.10 -0.44 -0.04 -0.08
```

The orbital gap comes out at 9.41 eV. The calculation puts the LUMO energy at 0.04259 Eh.


Version x
Here is C4H6O as an isolated structure from the OMol25 dataset. Energies are from ωB97M-V/def2-TZVPD.

```
11
Properties=species:S:1:pos:R:3:lowdin_charge:R:1
H -0.26 0.98 1.19 0.09
C 1.09 -0.76 0.20 -0.02
C -0.62 1.10 0.21 -0.13
H -0.24 -0.10 -1.55 0.13
C -1.94 0.39 0.03 -0.02
H -0.52 2.07 -0.31 0.12
C -0.12 -0.18 -0.51 -0.38
H 1.63 -1.43 -0.49 0.08
H 1.75 0.07 0.46 0.09
H 0.63 -1.35 0.99 0.10
O -1.39 -0.77 -0.22 -0.05
```

The orbital gap comes out at 9.16 eV. The calculation puts the LUMO energy at 0.03331 Eh.


Q: Which of them is the most stable? A: version w.